No. 1
{"formula": "C6H10BrF", "method": "ωB97M-V/def2-TZVPD", "fmax_ev_per_a": 4.85, "charge": 0, "species": ["C", "C", "C", "C", "C", "C", "F", "Br", "H", "H", "H", "H", "H", "H", "H", "H", "H", "H"], "coordinates": [[-0.149, 0.272, 1.889], [-0.310, -0.316, 0.678], [2.112, -0.572, -1.075], [-1.568, 1.495, -0.534], [1.243, -1.397, -0.130], [-1.426, 0.017, -0.181], [1.992, -1.797, 1.045], [-3.266, -0.283, 0.738], [-0.939, 0.767, 2.255], [0.688, 0.179, 2.588], [1.458, -0.231, -1.835], [2.972, -1.093, -1.576], [2.504, 0.262, -0.508], [-2.428, 2.014, -0.008], [-1.690, 1.625, -1.634], [-0.653, 2.062, -0.189], [1.012, -2.377, -0.472], [-1.552, -0.628, -1.051]]}



No. 2
{"formula": "C5H12O2S2", "method": "ωB97M-V/def2-TZVPD", "fmax_ev_per_a": 3.26, "charge": 0, "species": ["C", "C", "C", "C", "C", "O", "O", "S", "S", "H", "H", "H", "H", "H", "H", "H", "H", "H", "H", "H", "H"], "coordinates": [[-1.745, -1.915, -1.323], [0.767, -2.024, -1.414], [1.710, 3.772, 1.015], [-0.807, -1.817, 1.522], [-0.557, -1.487, -1.003], [-0.017, 2.801, -0.715], [-1.494, 0.568, 0.426], [1.525, 2.347, -0.139], [-0.344, -0.393, 0.456], [-1.937, -2.794, -1.923], [-0.478, 2.181, -0.164], [-2.565, -1.269, -1.040], [0.635, -2.666, -2.349], [1.512, -1.237, -1.891], [1.214, -2.467, -0.522], [0.814, 4.361, 0.917], [2.594, 4.539, 0.665], [1.811, 3.509, 2.057], [0.109, -2.308, 1.634], [-1.721, -2.230, 1.276], [-1.025, -1.471, 2.516]]}



No. 3
{"formula": "C11H19FNOP", "method": "ωB97M-V/def2-TZVPD", "smiles": "OP(CCCF)CCCCn1cccc1", "fmax_ev_per_a": 5.79, "charge": 0, "species": ["O", "P", "C", "C", "C", "F", "C", "C", "C", "C", "N", "C", "C", "C", "C", "H", "H", "H", "H", "H", "H", "H", "H", "H", "H", "H", "H", "H", "H", "H", "H", "H", "H", "H"], "coordinates": [[0.620, 2.107, 1.291], [1.534, 0.718, 1.787], [2.744, 0.443, 0.317], [2.221, -0.628, -0.760], [2.818, -2.118, -0.531], [4.248, -2.129, -0.376], [0.415, -0.788, 2.031], [-1.153, -0.524, 1.790], [-1.752, -1.378, 0.536], [-2.882, -0.568, -0.288], [-2.209, 0.652, -0.842], [-2.381, 2.020, -0.392], [-1.418, 2.817, -1.294], [-0.729, 1.803, -2.265], [-1.299, 0.405, -1.940], [1.215, 2.887, 1.418], [3.812, 0.226, 0.679], [2.815, 1.457, -0.234], [1.085, -0.633, -0.912], [2.660, -0.299, -1.780], [2.522, -2.736, -1.459], [2.368, -2.647, 0.372], [0.532, -1.111, 3.134], [0.721, -1.713, 1.419], [-1.728, -0.925, 2.710], [-1.400, 0.586, 1.730], [-0.862, -1.675, -0.128], [-2.169, -2.376, 0.944], [-3.726, -0.310, 0.436], [-3.284, -1.242, -1.135], [-3.060, 2.335, 0.459], [-1.251, 3.938, -1.221], [0.049, 2.012, -3.064], [-1.077, -0.607, -2.432]]}



No. 4
{"formula": "C4H7NO", "method": "ωB97M-V/def2-TZVPD", "smiles": "O=CNC1CC1", "fmax_ev_per_a": 0.37, "charge": 0, "species": ["O", "C", "N", "C", "C", "C", "H", "H", "H", "H", "H", "H", "H"], "coordinates": [[-2.012, -0.013, -2.577], [-1.367, -0.430, -1.637], [-0.773, 0.357, -0.698], [-0.165, -0.153, 0.496], [0.777, 0.753, 1.224], [1.311, -0.455, 0.512], [-1.196, -1.508, -1.451], [-0.990, 1.343, -0.756], [-0.808, -0.787, 1.105], [0.973, 1.726, 0.781], [0.740, 0.753, 2.309], [1.656, -1.296, 1.106], [1.854, -0.290, -0.414]]}



no.,energy (eV),frontier orbital gap (eV)
1,-79140.8585,9.879
2,-31141.4360,8.994
3,-27254.4805,8.474
4,-7798.3648,10.709